183
Properties=species:S:1:pos:R:3:forces:R:3:lowdin_charge:R:1 method="wB97M-V/def2-TZVPD" gap_ev=9.0906
C 4.998 1.747 -4.945 0.148 -0.849 0.111 -0.06
C 3.555 2.193 -4.637 1.114 -0.114 -0.156 -0.39
C 3.606 2.671 -3.154 -0.029 2.194 0.127 -0.24
O 4.118 1.853 -2.149 -0.793 -1.986 0.011 -0.19
C 3.268 0.724 -1.868 0.749 0.547 0.927 -0.07
N 3.129 3.208 -5.585 0.440 1.086 0.095 0.05
H 5.192 1.257 -5.899 -0.752 -0.348 -0.172 0.07
H 5.215 1.034 -4.150 0.455 -0.128 -0.140 0.07
H 5.808 2.476 -4.956 -0.499 0.721 0.580 0.08
H 2.901 1.329 -4.758 -0.006 -0.345 0.374 0.13
H 2.695 3.151 -2.796 -0.968 -0.476 -0.293 0.10
H 4.266 3.528 -3.017 0.415 0.246 -1.062 0.12
H 2.287 1.030 -1.504 -0.422 0.299 -0.571 0.07
H 3.685 0.257 -0.976 0.380 -0.363 -0.276 0.08
H 3.205 0.021 -2.699 -0.064 0.006 0.018 0.09
H 3.690 3.169 -6.424 0.333 0.092 0.161 0.07
H 2.187 3.205 -5.948 -0.094 -0.621 0.495 0.01
C 0.974 -8.519 -0.545 1.224 0.561 0.761 -0.04
C -0.034 -7.444 -0.211 -0.760 -0.161 -0.308 -0.50
C 0.395 -6.039 -0.158 1.791 1.972 0.950 -0.18
O -0.660 -5.019 -0.078 0.985 -2.221 0.535 -0.28
C -1.569 -5.237 0.997 -0.689 1.462 -0.295 -0.08
N -0.968 -7.406 -1.265 -1.239 -1.481 -1.417 0.07
H 1.577 -8.594 0.360 0.299 -0.559 -0.020 0.08
H 1.666 -8.298 -1.358 -0.239 0.232 -0.191 0.08
H 0.495 -9.476 -0.754 -0.117 0.092 0.137 0.08
H -0.443 -7.775 0.743 -0.370 0.243 0.466 0.13
H 1.003 -5.791 -1.028 -0.407 -0.007 -0.423 0.12
H 1.096 -5.854 0.656 -0.073 -0.121 0.553 0.13
H -2.187 -4.339 0.986 -0.388 -0.069 -0.195 0.08
H -1.163 -5.157 2.006 0.616 -0.735 -0.070 0.10
H -2.224 -6.084 0.795 0.190 -0.231 0.381 0.09
H -1.354 -8.338 -1.301 -0.805 0.243 -0.622 0.09
H -1.659 -6.669 -1.252 -0.047 -0.339 0.271 0.06
C 3.332 3.904 3.812 0.992 -1.092 -0.824 -0.05
C 2.342 2.822 4.289 2.248 1.555 -0.298 -0.45
C 3.092 1.810 5.162 -0.453 -0.857 -0.246 -0.16
O 2.262 0.806 5.767 0.518 1.454 1.061 -0.20
C 1.688 -0.130 4.910 0.146 -0.048 0.504 -0.09
N 1.391 3.536 5.001 -3.572 0.470 1.948 0.02
H 4.102 3.421 3.210 -0.051 0.180 -0.534 0.07
H 3.939 4.333 4.610 -0.434 -0.026 0.573 0.08
H 2.890 4.731 3.255 -0.178 -0.319 -0.073 0.08
H 1.704 2.441 3.491 0.985 -0.844 -0.614 0.14
H 3.566 2.293 6.017 -0.142 0.357 -0.097 0.13
H 3.903 1.378 4.575 0.075 -0.483 -0.183 0.12
H 1.139 -0.852 5.515 -0.019 0.056 0.127 0.09
H 2.538 -0.662 4.482 -0.505 -0.121 -1.067 0.08
H 0.952 0.398 4.305 0.216 -0.576 -0.965 0.07
H 0.881 2.813 5.488 -0.531 0.218 0.779 0.07
H 1.637 4.244 5.679 0.660 -0.096 -0.077 0.11
C -1.667 -3.004 5.923 -0.428 0.880 0.270 -0.05
C -3.071 -3.604 5.963 0.860 0.820 -0.648 -0.47
C -3.471 -4.239 4.645 -1.076 -0.892 -0.511 -0.22
O -3.432 -3.489 3.470 -0.293 0.117 0.087 -0.19
C -4.159 -2.279 3.423 1.535 0.795 -0.164 -0.09
N -3.156 -4.649 6.921 0.910 -1.486 1.497 0.03
H -1.382 -2.482 6.836 -0.411 -0.104 0.509 0.07
H -1.641 -2.186 5.204 0.527 -0.412 -0.620 0.06
H -0.921 -3.796 5.844 0.091 0.092 -0.775 0.09
H -3.812 -2.871 6.281 0.007 0.327 -0.328 0.14
H -4.460 -4.674 4.793 -0.526 0.164 0.142 0.12
H -2.910 -5.124 4.344 0.731 -0.024 0.666 0.13
H -5.149 -2.285 2.968 0.024 -0.496 -0.118 0.09
H -3.418 -1.727 2.843 -0.786 0.854 -0.490 0.07
H -4.206 -1.733 4.365 -0.121 -0.301 0.327 0.08
H -2.595 -4.362 7.711 -0.787 0.977 1.161 0.07
H -2.407 -5.285 6.688 -0.202 -1.252 -1.102 0.07
C 1.914 6.195 -0.538 0.858 1.646 -0.236 -0.04
C 3.349 5.741 -0.828 -1.148 0.761 -0.475 -0.48
C 4.336 6.893 -0.792 0.313 0.722 -0.338 -0.20
O 5.617 6.429 -1.180 0.407 -0.960 0.213 -0.21
C 6.646 7.395 -1.387 -1.249 -0.362 -0.303 -0.09
N 3.680 4.704 0.066 1.090 -0.911 0.748 0.06
H 1.114 5.484 -0.334 0.340 -0.433 -0.835 0.06
H 1.748 6.897 -1.355 -1.100 -0.141 -0.079 0.08
H 1.892 6.807 0.364 0.335 0.129 0.222 0.07
H 3.458 5.370 -1.847 -0.442 0.092 -0.514 0.12
H 4.367 7.413 0.165 0.074 -0.155 0.442 0.13
H 4.027 7.639 -1.524 -0.313 0.216 -0.196 0.12
H 6.803 7.958 -0.467 0.278 0.213 -0.111 0.09
H 6.328 8.017 -2.223 0.035 0.601 0.117 0.08
H 7.544 6.891 -1.745 -0.061 -0.206 0.459 0.09
H 4.641 4.533 -0.195 0.551 -0.735 0.527 0.07
H 3.171 3.908 -0.289 -0.008 -0.544 0.317 0.07
C -0.794 2.209 -1.552 0.023 -1.307 1.633 -0.03
C -1.051 1.927 -0.031 1.200 0.260 -1.053 -0.40
C -0.089 0.936 0.602 0.713 -1.477 -0.080 -0.16
O -0.242 -0.461 0.189 -1.329 1.120 -0.019 -0.21
C -1.353 -1.065 0.878 1.224 -1.243 0.017 -0.10
N -1.034 3.197 0.676 -1.184 0.031 0.291 0.07
H -0.616 1.235 -2.006 -0.410 -0.110 -0.399 0.07
H 0.150 2.733 -1.704 -0.250 0.583 0.078 0.07
H -1.691 2.698 -1.932 0.550 0.176 -0.275 0.06
H -2.015 1.430 0.081 -0.362 0.453 -0.142 0.10
H -0.189 0.924 1.688 -0.205 0.342 0.255 0.11
H 0.959 1.153 0.394 0.086 0.291 -0.202 0.11
H -1.357 -2.123 0.614 0.019 -0.086 -0.424 0.06
H -2.377 -0.759 0.664 0.169 0.829 -0.026 0.09
H -1.080 -1.111 1.932 -0.565 0.499 0.353 0.09
H -1.194 3.065 1.665 -0.090 -0.027 0.260 0.03
H -0.189 3.750 0.656 0.304 -0.264 -0.647 0.08
C 2.496 -2.557 -0.767 0.826 1.161 -0.215 -0.06
C 2.541 -2.777 0.733 -1.684 -0.178 0.137 -0.35
C 3.041 -1.543 1.571 1.103 -1.787 -0.976 -0.13
O 4.443 -1.488 1.232 0.074 -0.560 -0.842 -0.22
C 5.230 -0.636 2.010 -0.416 0.623 0.078 -0.12
N 1.157 -3.241 1.034 -0.048 0.266 1.420 0.06
H 2.076 -3.439 -1.251 0.619 -0.140 -0.187 0.07
H 3.438 -2.175 -1.158 0.272 -0.656 -0.354 0.07
H 1.798 -1.761 -1.026 -0.340 0.174 0.380 0.06
H 3.194 -3.603 1.014 0.149 0.006 -0.182 0.13
H 3.107 -1.736 2.642 -1.186 0.058 0.112 0.10
H 2.471 -0.673 1.247 0.115 0.445 0.383 0.11
H 4.833 0.360 1.811 0.474 0.552 0.469 0.08
H 6.295 -0.692 1.785 -0.193 -0.126 -0.771 0.09
H 5.226 -0.858 3.077 -0.613 -0.102 0.352 0.08
H 0.435 -2.617 0.706 0.501 0.898 0.174 0.02
H 0.865 -4.038 0.487 0.873 -0.073 0.196 0.00
C -5.373 -2.190 -2.255 0.311 -0.767 1.356 -0.07
C -5.322 -0.697 -2.518 0.079 0.219 -0.952 -0.42
C -4.831 -0.255 -3.936 -1.127 2.312 0.855 -0.13
O -4.674 1.203 -3.909 0.888 -0.143 0.417 -0.22
C -3.679 1.724 -3.039 -0.398 0.463 -0.419 -0.12
N -6.611 -0.129 -2.070 0.730 -0.232 -0.452 0.04
H -5.705 -2.935 -2.978 0.032 0.614 -0.697 0.08
H -6.052 -2.333 -1.415 -0.214 0.108 0.093 0.07
H -4.441 -2.574 -1.838 0.342 0.038 -0.418 0.05
H -4.551 -0.224 -1.910 -0.036 -0.403 0.524 0.10
H -5.601 -0.131 -4.696 -0.130 -1.845 -0.265 0.13
H -3.888 -0.715 -4.232 -0.134 -0.302 -0.154 0.11
H -3.066 0.947 -2.581 -0.046 0.071 0.162 0.07
H -4.167 2.384 -2.322 0.037 -0.323 0.621 0.09
H -3.019 2.412 -3.567 0.126 -0.272 -0.480 0.06
H -6.663 0.847 -2.324 -0.102 0.187 -0.203 0.06
H -7.315 -0.640 -2.584 -0.470 0.189 -0.018 0.07
C -0.826 -2.012 -3.180 0.032 -0.720 0.421 -0.03
C -1.296 -3.461 -3.371 -0.398 -1.895 0.409 -0.39
C -0.164 -4.479 -3.645 0.182 2.160 -1.301 -0.23
O -0.594 -5.730 -4.111 0.606 -0.060 1.134 -0.16
C 0.549 -6.543 -4.316 -1.002 -1.436 -2.062 -0.12
N -2.011 -4.007 -2.224 -0.780 0.746 1.695 0.05
H -1.670 -1.322 -3.155 -0.037 -0.057 -0.052 0.06
H -0.110 -1.687 -3.934 -0.150 -0.113 -0.220 0.08
H -0.314 -1.928 -2.222 0.036 0.066 0.177 0.06
H -2.098 -3.535 -4.106 0.611 0.220 -0.954 0.13
H 0.489 -4.553 -2.775 -0.081 -0.104 0.337 0.10
H 0.426 -4.008 -4.432 0.593 -0.081 -0.351 0.12
H 1.182 -6.114 -5.093 0.477 0.458 0.362 0.09
H 0.159 -7.418 -4.837 -0.240 -0.207 -0.045 0.08
H 1.115 -7.029 -3.521 -0.161 1.011 0.841 0.07
H -1.477 -3.910 -1.373 0.235 0.789 0.016 0.03
H -2.015 -5.017 -2.214 -0.270 -0.207 -1.043 0.05
C -0.469 3.470 -4.716 -0.857 0.865 0.223 -0.22
C -0.517 3.548 -6.275 -1.241 -0.456 2.102 -0.24
O 0.616 3.036 -6.814 2.551 -0.774 -1.292 -0.08
O 0.418 4.365 -4.061 0.249 0.628 -0.920 -0.08
H -0.260 2.556 -4.161 -0.433 -0.943 -1.177 0.10
H -1.462 3.815 -4.431 -0.203 -0.188 0.173 0.10
H -0.646 4.588 -6.574 -0.416 0.148 0.134 0.13
H -1.293 2.877 -6.645 -0.960 0.531 0.389 0.12
H 0.529 3.030 -7.770 0.213 -0.053 -0.083 0.11
H 1.203 4.350 -4.613 0.710 0.322 0.270 0.05
C -4.397 3.618 1.319 -1.238 -2.030 0.918 -0.28
C -4.272 2.052 1.430 -1.331 0.251 2.102 -0.17
O -5.112 1.556 2.547 0.754 0.464 -0.009 -0.11
O -3.919 4.055 0.145 0.762 0.479 -2.980 -0.06
H -3.815 4.177 2.050 -0.670 -0.444 1.165 0.12
H -5.475 3.775 1.294 -0.012 0.516 0.697 0.12
H -3.260 1.787 1.735 0.101 -0.253 -0.549 0.08
H -4.697 1.486 0.601 0.850 0.571 -0.747 0.12
H -5.863 1.084 2.179 0.012 0.087 -0.049 0.07
H -2.991 3.814 0.183 1.048 0.349 -0.533 0.04
C -2.034 2.962 4.363 -1.242 -0.018 -0.748 -0.23
C -1.821 1.593 4.969 1.957 -0.009 0.585 -0.22
O -1.908 0.475 4.093 -0.685 0.802 -0.030 -0.07
O -1.055 3.377 3.457 0.112 -0.446 -0.365 -0.09
H -2.167 3.778 5.073 -0.225 -0.381 0.625 0.13
H -2.942 2.898 3.763 -0.396 0.192 0.125 0.10
H -2.376 1.461 5.897 -0.384 -0.049 -0.086 0.13
H -0.764 1.559 5.233 0.143 0.042 0.541 0.09
H -2.767 0.594 3.681 -0.419 -0.480 -0.434 0.06
H -0.241 3.470 3.958 0.945 0.499 0.210 0.03